--- P ---
Here is the molecule C3H5BrN2 from the OMol25 dataset. Energies are from wB97M-V/def2-TZVPD.

Atoms and positions in Å:
C -0.9154 -0.3979 0.6165
C 0.0957 -1.1746 -0.1037
C -0.2684 1.5855 -0.3086
N -1.0072 0.8255 0.4531
N 1.0109 -0.3759 -0.8029
Br 2.5968 0.0284 0.1437
H -1.5295 -0.9115 1.3712
H 0.6655 -1.7747 0.4468
H -0.3382 -1.7977 -0.8793
H -0.5218 1.8581 -1.3198
H 0.2115 2.1349 0.3831

- Kohn-Sham gap (spin up / spin down): 7.922 / 7.920 eV
- LUMO level (spin up / spin down): 0.01 / 0.01 eV

=====

--- Q ---
Here is C3H5BrN2 as an isolated structure from the OMol25 dataset. Energies are from wB97M-V/def2-TZVPD.

Atoms and positions in Å:
C -0.1078 0.1577 -0.0810
C 0.9045 -0.6431 0.3291
C -0.6946 1.4738 0.2510
N -0.4056 -0.7948 -1.0440
N 0.7039 -1.6429 -0.6995
Br 2.1099 -0.8471 2.5294
H -0.3724 2.4140 -0.1747
H -1.6534 1.3502 -0.0548
H -0.6094 1.6321 1.2628
H -0.4607 -0.5519 -2.0266
H 0.5856 -2.5480 -0.2917

- Kohn-Sham gap: 7.609 eV
- LUMO level: -1.28 eV

=====

Verdict on stability: Q comes out at the bottom.